C20H30NO3OsPS | the ωB97M-V functional and the def2-TZVPD basis

Its energy above the lowest of the compared OMol25 structures with the same formula, charge and spin is 8.7 kcal per mole. The highest occupied orbital energy (alpha / beta) is -12.31 / -13.84 eV. For the LUMO energy (alpha / beta), the calculation gives -5.98 / -10.11 eV. The maximum force is 0.082 hartree/bohr.

The geometry in ORCA input format:
```
! wB97M-V def2-TZVPD RIJCOSX def2/J DEFGRID3
* xyz 2 5
C -2.386 -3.167 -3.080
C -1.381 -3.643 -2.242
C -0.537 -2.766 -1.560
C -0.780 -1.387 -1.678
C -1.749 -0.904 -2.571
C -2.579 -1.793 -3.246
C 0.509 -3.354 -0.678
C 1.780 -2.484 -0.498
N 2.764 -2.639 -1.490
Os 0.110 0.056 -0.492
C -1.842 0.569 -2.740
P -0.091 1.226 -2.316
H -1.220 -4.717 -2.103
H -3.351 -1.401 -3.910
H -3.011 -3.874 -3.625
H -2.558 1.050 -2.060
H -2.102 0.875 -3.758
H 0.094 -3.472 0.339
H 0.783 -4.359 -1.046
H 1.468 -1.374 -0.398
C -0.141 3.015 -2.405
C 0.830 0.700 -3.805
H 2.265 -2.747 0.454
C 2.460 -2.625 -2.891
C 4.145 -2.466 -1.141
H 1.120 1.346 -0.505
H 3.283 -3.152 -3.396
H 1.505 -3.122 -3.102
H 2.427 -1.610 -3.323
H 4.747 -2.986 -1.892
H 4.460 -1.414 -1.120
H 4.318 -2.893 -0.151
H 0.430 1.171 -4.711
H 1.872 1.020 -3.686
H 0.795 -0.386 -3.954
H -0.579 3.370 -3.343
H -0.717 3.410 -1.563
H 0.894 3.368 -2.346
H 1.696 0.492 -0.348
C -1.997 4.439 6.512
C -1.580 3.322 5.600
C -0.296 3.391 5.045
C 0.136 2.429 4.141
C -0.771 1.462 3.701
C -2.008 1.273 4.348
C -2.411 2.233 5.286
S -0.117 0.358 2.421
O -0.305 1.224 1.117
O 1.299 0.304 2.710
O -0.910 -0.841 2.303
H -1.299 4.541 7.356
H -1.972 5.414 6.000
H -3.006 4.307 6.925
H 0.369 4.218 5.284
H 1.153 2.427 3.756
H -2.623 0.395 4.114
H -3.393 2.165 5.765
*
```

***

C40H53AsHfO6S3Sb | the ωB97M-V functional and the def2-TZVPD basis

Its energy above the lowest of the compared OMol25 structures with the same formula, charge and spin is 3.5 kcal per mole. The highest occupied orbital energy is -4.57 eV. For the LUMO energy, the calculation gives 2.30 eV. The maximum force is 0.020 hartree/bohr.

The geometry in ORCA input format:
```
! wB97M-V def2-TZVPD RIJCOSX def2/J DEFGRID3
* xyz -1 1
Hf -0.489 0.736 0.888
O -4.161 0.291 2.484
S -3.607 1.608 2.308
O -3.997 2.608 3.267
O -2.122 1.613 2.131
C -4.178 2.106 0.695
C -4.885 3.291 0.604
C -5.457 3.685 -0.600
C -5.336 2.876 -1.713
C -4.607 1.695 -1.634
C -4.023 1.303 -0.437
S -2.789 0.014 -0.684
O -2.367 -0.695 0.530
O -3.256 -0.807 -1.755
O -1.603 0.893 -0.983
H -4.993 3.890 1.498
H -6.003 4.618 -0.653
H -5.784 3.162 -2.656
H -4.477 1.080 -2.513
C 0.196 0.769 -6.745
C -0.416 0.816 -5.352
C -1.662 -0.069 -5.292
C -0.889 2.252 -5.074
Sb 0.869 0.361 -3.588
C 2.884 0.978 -4.260
C 3.510 0.222 -5.424
C 3.795 0.867 -3.034
C 2.776 2.461 -4.622
C 1.026 -1.840 -3.698
C -0.172 -2.371 -2.907
C 1.010 -2.423 -5.109
C 2.300 -2.314 -3.000
H -0.565 1.038 -7.491
H 0.574 -0.221 -7.007
H 1.017 1.479 -6.857
H -2.452 0.381 -5.909
H -2.059 -0.157 -4.277
H -1.494 -1.076 -5.670
H -1.576 2.573 -5.869
H -0.068 2.970 -5.037
H -1.419 2.320 -4.121
H 3.667 -0.831 -5.184
H 4.497 0.650 -5.649
H 2.917 0.272 -6.337
H 4.049 -0.167 -2.799
H 3.339 1.293 -2.137
H 4.731 1.406 -3.232
H 2.190 2.632 -5.527
H 3.780 2.869 -4.800
H 2.323 3.043 -3.814
H -1.130 -2.091 -3.343
H -0.148 -2.007 -1.877
H -0.130 -3.468 -2.877
H 0.148 -2.114 -5.696
H 0.978 -3.519 -5.044
H 1.906 -2.157 -5.674
H 2.386 -1.916 -1.987
H 3.198 -2.042 -3.559
H 2.278 -3.410 -2.936
C 0.250 -5.577 5.682
C -0.633 -5.532 4.612
C -0.453 -4.591 3.607
C 0.592 -3.669 3.661
C 1.472 -3.729 4.735
C 1.303 -4.676 5.736
As 0.670 -2.376 2.149
C 2.263 -1.432 2.739
C 3.569 -1.799 2.470
C 4.613 -0.982 2.886
C 4.346 0.203 3.558
C 3.038 0.567 3.843
C 1.993 -0.255 3.442
C 0.566 -0.039 3.756
C 0.067 0.885 4.674
C -1.252 0.794 5.085
C -2.089 -0.200 4.591
C -1.625 -1.085 3.631
C -0.302 -1.000 3.210
H 0.119 -6.310 6.468
H -1.457 -6.232 4.554
H -1.143 -4.577 2.769
H 2.295 -3.027 4.806
H 2.000 -4.707 6.566
H 3.789 -2.705 1.917
H 5.636 -1.265 2.673
H 5.161 0.849 3.858
H 2.837 1.496 4.362
H 0.714 1.643 5.096
H -1.642 1.511 5.795
H -3.118 -0.251 4.915
H -2.291 -1.827 3.209
S 1.453 -0.096 -0.069
C 1.477 4.991 0.412
C 0.741 3.720 -0.020
C -0.540 4.099 -0.760
C 0.462 2.804 1.176
H 1.728 5.629 -0.442
H 2.403 4.745 0.936
H 0.851 5.574 1.096
H 1.393 3.179 -0.717
H -1.230 4.616 -0.084
H -1.056 3.225 -1.159
H -0.332 4.771 -1.598
H -0.100 3.382 1.926
H 1.426 2.533 1.632
*
```

***

C3H3N2OS | the ωB97M-V functional and the def2-TZVPD basis

Its energy above the lowest of the compared OMol25 structures with the same formula, charge and spin is 155.9 kcal per mole. The highest occupied orbital energy (alpha / beta) is -2.78 / -2.80 eV. For the LUMO energy (alpha / beta), the calculation gives 3.84 / 3.80 eV. The maximum force is 0.090 hartree/bohr.

The geometry in ORCA input format:
```
! wB97M-V def2-TZVPD RIJCOSX def2/J DEFGRID3
* xyz -1 1
C -1.943 1.159 0.140
C -0.572 0.944 -0.211
C 0.224 0.043 -0.875
N -3.268 -0.755 -0.439
N 0.884 -0.959 -0.329
O -3.054 0.450 0.056
S 0.713 2.077 -0.162
H -2.153 2.048 0.720
H 0.740 -0.959 0.622
H 1.277 -1.669 -0.951
*
```

***

C9H23ClI2NP2Tl | the ωB97M-V functional and the def2-TZVPD basis

Its energy above the lowest of the compared OMol25 structures with the same formula, charge and spin is 91.4 kcal per mole. The highest occupied orbital energy is -14.46 eV. For the LUMO energy, the calculation gives -9.94 eV. The maximum force is 0.051 hartree/bohr.

The geometry in ORCA input format:
```
! wB97M-V def2-TZVPD RIJCOSX def2/J DEFGRID3
* xyz 2 1
I 1.526 -0.535 -0.697
I -1.201 0.923 0.438
Tl 1.362 4.182 -2.375
P 1.295 1.332 1.605
C 1.215 0.036 2.894
C 3.098 1.624 1.570
H 3.398 1.955 2.573
H 1.574 2.889 3.417
H 3.330 2.399 0.832
H 0.911 3.693 1.947
H 1.687 -0.879 2.527
H 3.640 0.714 1.309
C 0.853 2.807 2.591
H 1.762 0.422 3.765
H -0.160 2.727 2.995
H 0.175 -0.181 3.148
P -0.488 0.664 -2.376
C -1.395 -0.898 -2.607
C -1.758 1.845 -2.955
H 1.168 1.610 -3.870
H -0.087 0.658 -4.742
H 1.234 -0.172 -3.873
C 0.566 0.691 -3.861
H -1.371 2.872 -2.881
H -1.989 1.602 -4.003
H -1.762 -0.893 -3.639
H -2.232 -0.965 -1.908
H -2.673 1.762 -2.360
H -0.730 -1.750 -2.456
Cl 2.339 6.538 -2.286
C -2.084 -4.670 2.512
C -1.616 -4.326 1.090
C -1.080 -2.983 0.969
N -0.604 -1.922 0.912
H -1.268 -4.578 3.235
H -2.450 -5.697 2.561
H -2.900 -4.018 2.842
H -0.838 -5.032 0.772
H -2.449 -4.445 0.385
*
```

***

H22O11 | the ωB97M-V functional and the def2-TZVPD basis

Its energy above the lowest of the compared OMol25 structures with the same formula, charge and spin is 55.0 kcal per mole. The structure (SMILES) is O.O.O.O.O.O.O.O.O.O.O. The highest occupied orbital energy is -10.07 eV. For the LUMO energy, the calculation gives -1.27 eV. The maximum force is 0.054 hartree/bohr.

The geometry in ORCA input format:
```
! wB97M-V def2-TZVPD RIJCOSX def2/J DEFGRID3
* xyz 0 1
O 2.499 -1.159 -0.405
H 2.186 -0.507 -0.981
H 2.370 -0.881 0.474
O -3.075 -2.324 -0.783
H -2.153 -2.173 -1.082
H -3.500 -2.768 -1.509
O -2.854 1.079 -1.024
H -2.676 1.191 -1.942
H -1.983 0.801 -0.723
O -3.338 -2.428 2.035
H -2.910 -1.587 1.952
H -3.631 -2.534 1.124
O -1.703 0.297 2.360
H -2.068 1.144 2.111
H -0.902 0.513 2.808
O -0.131 -2.594 -1.072
H 0.424 -2.618 -1.882
H 0.019 -1.729 -0.696
O -0.355 -0.133 0.033
H -0.834 -0.163 0.876
H 0.436 0.371 0.199
O 1.412 1.840 0.351
H 0.732 2.366 0.812
H 2.196 2.021 0.838
O 2.223 3.246 -1.710
H 1.931 2.626 -1.040
H 3.148 3.463 -1.467
O 1.783 0.449 -2.330
H 2.506 1.038 -1.982
H 1.023 1.068 -2.390
O 2.466 -0.318 2.228
H 1.895 -0.055 2.982
H 2.848 0.471 1.830
*
```

***

H4O2 | the ωB97M-V functional and the def2-TZVPD basis

Its energy above the lowest of the compared OMol25 structures with the same formula, charge and spin is 6.0 kcal per mole. The structure (SMILES) is O.O. The highest occupied orbital energy is -11.54 eV. For the LUMO energy, the calculation gives 0.58 eV. The maximum force is 0.046 hartree/bohr.

The geometry in ORCA input format:
```
! wB97M-V def2-TZVPD RIJCOSX def2/J DEFGRID3
* xyz 0 1
H 1.158 -0.970 -0.763
H -0.079 -1.659 -0.331
H -0.163 1.490 0.017
H -0.809 0.750 1.193
O 0.286 -1.250 -1.086
O -0.392 1.639 0.969
*
```

***

C4H8N2O | the ωB97M-V functional and the def2-TZVPD basis

Its energy above the lowest of the compared OMol25 structures with the same formula, charge and spin is 29.9 kcal per mole. The structure (SMILES) is O=C1NCCCN1. The highest occupied orbital energy is -9.03 eV. For the LUMO energy, the calculation gives 0.90 eV. The maximum force is 0.039 hartree/bohr.

The geometry in ORCA input format:
```
! wB97M-V def2-TZVPD RIJCOSX def2/J DEFGRID3
* xyz 0 1
O -2.259 -1.499 -0.479
C -1.267 -0.844 -0.220
N -1.373 0.278 0.576
C -0.432 1.331 0.388
C 1.079 0.464 0.621
C 1.228 -0.473 -0.601
N -0.019 -1.214 -0.700
H -2.053 0.221 1.313
H -0.496 1.676 -0.669
H -0.794 2.239 0.952
H 1.014 -0.201 1.512
H 1.966 1.094 0.736
H 2.069 -1.207 -0.607
H 1.402 0.143 -1.495
H -0.064 -2.008 -1.325
*
```

***

C2H5NOS | the ωB97M-V functional and the def2-TZVPD basis

Its energy above the lowest of the compared OMol25 structures with the same formula, charge and spin is 132.9 kcal per mole. The highest occupied orbital energy is -8.62 eV. For the LUMO energy, the calculation gives 0.23 eV. The maximum force is 0.139 hartree/bohr.

The geometry in ORCA input format:
```
! wB97M-V def2-TZVPD RIJCOSX def2/J DEFGRID3
* xyz 0 1
C -0.488 1.103 -0.068
C 1.316 -0.824 0.055
H 0.400 1.680 -0.488
H -1.727 1.229 -0.743
H -0.738 1.216 1.046
H -1.760 -0.782 0.544
H 1.148 -1.951 -0.238
N 0.035 -0.226 0.068
O -0.910 -1.317 -0.137
S 2.723 -0.128 -0.039
*
```

***

C5H7F | the ωB97M-V functional and the def2-TZVPD basis

Its energy above the lowest of the compared OMol25 structures with the same formula, charge and spin is 92.8 kcal per mole. The highest occupied orbital energy is -9.80 eV. For the LUMO energy, the calculation gives 0.89 eV. The maximum force is 0.112 hartree/bohr.

The geometry in ORCA input format:
```
! wB97M-V def2-TZVPD RIJCOSX def2/J DEFGRID3
* xyz 0 1
C 1.100 1.423 0.117
C 2.108 2.161 0.002
C 0.075 -1.302 0.147
C -1.423 0.685 -0.230
C -0.367 0.175 0.620
F -1.790 1.989 0.025
H -0.491 0.426 1.624
H -0.808 -2.038 0.018
H 0.537 -1.072 -0.883
H 0.731 -1.697 0.852
H -1.222 0.660 -1.339
H -2.404 -0.016 0.054
H 2.896 2.807 -0.210
*
```

***

C3H6Si | the ωB97M-V functional and the def2-TZVPD basis

Its energy above the lowest of the compared OMol25 structures with the same formula, charge and spin is 86.2 kcal per mole. The highest occupied orbital energy is -8.61 eV. For the LUMO energy, the calculation gives -0.04 eV. The maximum force is 0.106 hartree/bohr.

The geometry in ORCA input format:
```
! wB97M-V def2-TZVPD RIJCOSX def2/J DEFGRID3
* xyz 0 1
C -1.732 0.368 0.520
C -0.638 -0.126 0.142
C -1.873 -0.604 -0.566
Si 1.946 -0.220 -0.023
H -2.246 1.224 0.860
H -2.261 -1.622 -0.571
H -1.970 -0.016 -1.502
H 2.248 0.402 -1.329
H 1.738 -1.798 0.011
H 2.746 0.361 1.175
*
```

***

C7H12BN | the ωB97M-V functional and the def2-TZVPD basis

Its energy above the lowest of the compared OMol25 structures with the same formula, charge and spin is 179.4 kcal per mole. The highest occupied orbital energy is -7.43 eV. For the LUMO energy, the calculation gives -1.21 eV. The maximum force is 0.087 hartree/bohr.

The geometry in ORCA input format:
```
! wB97M-V def2-TZVPD RIJCOSX def2/J DEFGRID3
* xyz 0 1
B 1.441 1.483 0.374
C 0.678 -1.400 -1.235
C -1.245 -2.303 0.841
C -1.651 1.746 0.269
C 0.321 0.620 0.040
C -0.047 -0.685 -0.342
C 2.893 0.808 0.398
C -2.932 1.222 -0.133
N -1.214 -1.223 0.209
H 1.330 2.624 0.619
H 0.435 -2.427 -1.446
H 1.497 -0.956 -1.773
H -2.203 -2.651 1.207
H -0.373 -2.924 1.063
H -1.530 2.663 0.826
H 3.552 1.293 1.114
H 3.358 0.910 -0.585
H 2.864 -0.256 0.627
H -2.989 1.312 -1.223
H -3.791 1.734 0.311
H -2.964 0.148 0.062
*
```

***

C2H5N2O | the ωB97M-V functional and the def2-TZVPD basis

Its energy above the lowest of the compared OMol25 structures with the same formula, charge and spin is 181.3 kcal per mole. The highest occupied orbital energy (alpha / beta) is -15.09 / -12.51 eV. For the LUMO energy (alpha / beta), the calculation gives -5.92 / -8.68 eV. The maximum force is 0.082 hartree/bohr.

The geometry in ORCA input format:
```
! wB97M-V def2-TZVPD RIJCOSX def2/J DEFGRID3
* xyz 1 1
C -1.399 0.128 -0.030
C 2.826 -0.462 0.140
N -0.277 -0.145 0.465
N -2.523 0.701 -0.083
O -0.839 -0.812 -0.755
H 3.186 0.526 -0.282
H 3.487 -1.003 0.688
H 1.769 -0.725 0.006
H -2.979 1.340 0.584
H -3.251 0.454 -0.732
*
```